Below is the ion C4H9N4O with charge +1 at a distorted geometry, with properties calculated with ωB97M-V/def2-TZVPD.

Results
M = 129.14 g mol⁻¹
total charge = +1
E_tot = -12293.3348 eV
SMILES = N/C(O)=C\N=C/NC=[NH2+]
Kohn-Sham gap = 0.3105 hartree
E_LUMO = -3.61 eV
energy above the lowest of the compared OMol25 structures with the same formula, charge and spin = 2.2870 eV

Geometry as XYZ:
```
18
C4H9N4O ωB97M-V/def2-TZVPD
C -0.89 -1.74 -0.05
C 1.63 0.04 0.09
C 0.57 -0.30 0.92
C -1.03 0.62 -0.42
N 0.04 -1.56 0.77
N -1.73 -0.56 -0.41
N 1.80 -0.69 -1.05
N -1.52 1.74 0.18
O 2.43 1.07 0.42
H -1.32 -2.64 -0.35
H 0.44 -0.03 1.99
H -0.32 0.89 -1.20
H -2.59 -0.74 0.09
H 1.21 -1.44 -1.26
H 2.75 -0.71 -1.49
H -2.25 1.68 0.80
H -1.27 2.72 -0.11
H 2.06 1.66 1.11
```